No. 1
A 3-piece molecular cluster, C19H41Cl2FN6O10P2 overall. Source: the Open Molecules 2025 dataset; level of theory: wB97M-V/def2-TZVPD.

Element x y z (Å)
C  1.90007  -1.36353  -1.80886
C  2.09174  -0.83346  -0.42808
Cl  1.44778  -1.79280  0.84189
C  2.70002  0.30699  -0.13311
Cl  2.92689  0.90682  1.45361
N  3.19421  1.12802  -1.17746
C  4.42751  0.60681  -2.00721
O  5.32874  0.24916  -1.27864
O  4.21466  0.67737  -3.21936
C  2.64446  2.28754  -1.44145
N  1.58141  2.69184  -0.67094
C  0.29255  1.99209  -0.90853
C  -0.16263  1.90183  -2.37116
C  -1.65227  2.23589  -2.48194
C  -2.50328  1.39502  -1.52309
N  -2.98868  2.20180  -0.39961
C  -4.00871  1.56298  0.38642
N  -5.15179  1.20551  -0.01705
N  -3.59468  1.32092  1.70581
N  3.11555  3.06637  -2.45558
C  3.81452  4.31889  -2.10834
C  5.32140  4.19107  -2.26572
C  6.05137  3.66619  -1.04763
F  5.75775  5.50157  -2.51352
H  2.73752  -1.99797  -2.09816
H  1.81712  -0.56259  -2.53923
H  1.00193  -1.97488  -1.85758
H  1.46464  3.69449  -0.73892
H  -0.44967  2.53723  -0.32882
H  0.37501  1.01146  -0.44914
H  -0.00849  0.89157  -2.75163
H  0.40700  2.58068  -3.00476
H  -1.98712  2.09490  -3.50715
H  -1.75946  3.29699  -2.24579
H  -3.34225  0.96433  -2.07858
H  -1.91826  0.57182  -1.11280
H  -3.35417  3.08101  -0.74723
H  -5.26105  1.39850  -1.01021
H  -4.30054  0.73417  2.13970
H  -3.55568  2.18212  2.23936
H  3.61839  2.47139  -3.11791
H  3.55525  4.60396  -1.08955
H  3.46905  5.10852  -2.77195
H  5.56358  3.61580  -3.15904
H  5.47248  3.80182  -0.13647
H  6.29880  2.61261  -1.16341
H  6.98802  4.20855  -0.94472
C  -1.82045  -6.65658  0.00858
O  -2.45792  -6.06862  -1.13632
P  -1.71547  -4.93888  -1.97710
O  -0.25504  -5.01579  -1.89145
O  -2.36336  -3.56672  -1.54088
C  -2.34878  -3.20580  -0.15714
O  -2.36249  -5.05609  -3.40307
C  -1.85352  -6.03993  -4.31737
H  -2.56412  -6.72617  0.79932
H  -1.47047  -7.65331  -0.25223
H  -0.97377  -6.06258  0.34694
H  -1.46751  -3.60145  0.35090
H  -3.25564  -3.55953  0.33255
H  -2.31955  -2.12073  -0.10980
H  -2.65272  -6.74236  -4.54311
H  -0.99904  -6.56977  -3.89887
H  -1.54718  -5.52892  -5.22660
C  0.60311  0.52337  5.95795
O  -0.29472  -0.30002  5.20026
P  -1.68784  0.28138  4.68922
O  -1.67900  1.73574  4.51859
O  -2.78794  -0.30464  5.66024
C  -2.67438  -0.05388  7.06280
O  -2.00152  -0.60020  3.42861
C  -1.40038  -0.24107  2.17300
H  0.98248  -0.07519  6.78340
H  1.43015  0.82810  5.31930
H  0.10692  1.41278  6.34168
H  -2.22232  0.91941  7.26009
H  -2.08237  -0.84093  7.52984
H  -3.67946  -0.06292  7.47448
H  -0.74176  -1.05054  1.85666
H  -0.82497  0.68138  2.25353
H  -2.19963  -0.09092  1.44954

Properties
**2S+1**: 1
**Orbital gap**: 9.463 eV
**HOMO level**: -9.24 eV

=====

No. 2
A 2-piece molecular cluster, C3H11N4 overall. Source: the Open Molecules 2025 dataset; level of theory: wB97M-V/def2-TZVPD.

Element x y z (Å)
C  -1.77286  -1.59328  -0.92692
C  -1.30848  -0.42028  -1.36360
N  -1.68745  0.16379  -2.56088
H  -2.37318  -2.22317  -1.55824
H  -1.37774  -2.10341  0.02295
H  -0.52336  0.10881  -0.76394
H  -1.51741  -0.25333  -3.48962
H  -1.56527  1.17474  -2.60371
N  -0.00426  -0.37979  1.33187
C  1.09910  0.26469  0.70534
N  1.12393  1.90413  1.45250
N  2.31437  -0.31104  1.16114
H  0.49561  -1.10356  1.80860
H  -0.55241  0.44046  1.58957
H  1.59533  2.54076  0.82988
H  0.11549  1.91907  1.35277
H  3.00940  0.22361  0.55998
H  2.36088  0.12961  2.07045

Properties
**2S+1**: 2
**Orbital gap (spin up / spin down)**: 8.934 / 7.802 eV
**ΔE to the lowest compared entry with this formula, charge and spin**: 69.6 kcal per mole
**HOMO level (spin up / spin down)**: -7.99 / -8.20 eV

=====

no.,electronic energy (eV),strongest force on any atom (eV Å⁻¹)
1,-96127.77547,1.50
2,-9244.83241,4.05